DFT (ωB97M-V with the def2-TZVPD basis set) results for a structure of composition C21H30N9RhSeTe.

Last column: Löwdin charge in e.
Atoms and positions in Å:
H (-2.143, -2.476, 4.212)  0.136
H (-4.510, -2.484, -0.952)  0.100
H (-0.444, -1.965, 2.592)  0.123
C (-5.236, 1.190, 0.046)  -0.059
C (-3.663, -0.552, -0.472)  -0.659
H (1.108, -0.081, 5.269)  0.130
H (3.167, -2.366, 3.117)  0.102
C (3.726, -2.105, 2.222)  0.007
H (-6.832, -1.732, -0.619)  0.122
H (0.929, -0.936, 3.048)  0.088
C (-2.137, 0.705, 5.218)  -0.138
H (-3.116, 1.488, -0.013)  0.058
N (-1.391, 6.060, 0.789)  0.167
N (-2.592, -0.435, 4.414)  -0.073
H (-2.904, 0.729, 2.708)  0.124
C (-6.016, -1.035, -0.478)  -0.047
Rh (-0.414, 0.635, 0.684)  0.476
C (0.170, 4.185, -1.719)  -0.082
C (-1.819, -1.620, 4.805)  -0.135
H (-2.701, 1.595, 4.934)  0.134
C (-2.347, -0.156, 3.020)  -0.174
C (0.039, -0.251, 5.409)  -0.143
H (-5.453, 2.219, 0.303)  0.115
H (-1.672, 3.467, 1.463)  0.108
H (-2.007, 5.961, 1.574)  0.113
H (-1.016, 2.122, 3.330)  0.112
C (-6.277, 0.282, -0.125)  -0.037
H (-2.658, -1.001, 2.405)  0.112
H (-1.280, 6.974, 0.380)  0.123
C (3.083, 2.645, 0.926)  0.007
H (5.492, -0.363, 3.493)  0.144
H (0.609, 1.403, 3.466)  0.124
C (-0.132, -1.125, 3.213)  -0.194
H (-7.300, 0.609, 0.007)  0.121
C (-0.938, 4.996, 0.094)  -0.353
H (-0.143, -0.463, 6.461)  0.138
C (-1.131, 3.677, 0.548)  -0.068
H (3.707, 2.863, 0.062)  0.114
C (-0.018, 2.881, -1.301)  -0.143
C (-0.459, 1.235, 3.635)  -0.180
H (4.722, -2.535, 2.271)  0.108
C (3.106, 0.178, 1.366)  -0.624
H (3.138, 3.465, 1.636)  0.107
Se (1.760, -0.394, 0.165)  0.701
H (-2.006, -1.836, 5.856)  0.138
N (-0.671, 2.647, -0.150)  -0.095
N (3.853, -0.642, 2.120)  -0.108
C (-3.926, 0.777, -0.122)  -0.171
H (0.328, 2.032, -1.874)  0.100
C (4.781, 0.097, 2.828)  -0.002
H (3.215, -2.481, 1.343)  0.062
Te (-1.729, -1.227, -0.742)  1.176
N (-0.267, 5.234, -1.034)  0.156
C (4.593, 1.388, 2.494)  -0.002
H (2.057, 2.507, 0.603)  0.036
C (-4.709, -1.459, -0.663)  -0.139
H (0.696, 4.388, -2.645)  0.127
N (-0.376, -1.409, 4.606)  -0.074
N (-0.886, 0.095, 2.752)  -0.210
H (5.111, 2.279, 2.808)  0.143
H (-2.325, 0.497, 6.269)  0.138
N (-0.700, 0.962, 5.031)  -0.074
N (3.549, 1.423, 1.588)  -0.106

Cartesian forces, eV/Å:
0.0 0.0 0.0
0.0 0.0 0.0
0.0 0.0 0.0
0.1 0.0 0.0
0.0 0.0 0.0
0.0 0.0 0.0
0.0 0.0 0.0
0.0 0.2 0.0
0.0 0.0 0.0
0.0 0.0 0.0
0.0 0.0 0.0
0.0 0.0 0.0
0.0 -0.1 -0.1
0.2 0.0 0.0
0.0 0.0 0.0
0.1 0.0 0.0
0.1 -0.1 0.0
0.0 0.2 0.0
0.0 0.0 0.0
0.0 0.0 0.0
0.1 0.0 0.0
0.0 0.0 0.0
0.0 0.0 0.0
0.0 0.0 0.0
0.0 0.0 0.0
0.0 0.0 0.0
0.0 0.0 0.0
0.0 0.0 0.0
0.0 0.0 0.0
0.1 -0.2 0.1
0.0 0.0 0.0
0.0 0.0 0.0
-0.1 0.0 0.1
0.0 0.0 0.0
-0.1 0.3 0.1
0.0 0.0 0.0
-0.1 -0.2 -0.1
0.0 0.0 0.0
-0.2 0.0 0.0
0.0 -0.1 0.0
0.0 0.0 0.0
-0.1 0.0 0.0
0.0 0.0 0.0
0.1 0.0 -0.1
0.0 0.0 0.0
0.2 0.0 0.1
0.1 -0.3 0.2
-0.2 0.0 0.0
0.0 0.0 0.0
-0.1 -0.1 -0.1
0.0 0.0 0.0
0.0 0.0 0.0
0.1 -0.2 -0.1
-0.1 0.1 -0.1
0.0 0.0 0.0
-0.1 0.1 0.0
0.0 0.0 0.0
-0.1 0.1 0.0
-0.1 0.1 0.1
0.0 0.0 0.0
0.0 0.0 0.0
-0.1 -0.1 -0.1
0.0 0.4 0.0

ΔE to the lowest compared entry with this formula, charge and spin ... 0.00 kJ/mol
M ... 718.00 g/mol
Gap between HOMO and LUMO (spin up / spin down) ... 8.39 / 6.17 eV
Highest occupied orbital energy (spin up / spin down) ... -13.78 / -14.18 eV
Total energy ... -111307.52429 eV
Spin multiplicity ... 5
Total charge ... +2

DFT (ωB97M-V with the def2-TZVPD basis set) results for a structure of composition C21H30NO3 in a non-equilibrium geometry.

Last column: Löwdin charge in e.
Atoms and positions in Å:
H (2.805, -0.998, 1.478)  0.105
H (3.200, 1.400, 1.538)  0.187
C (-0.730, 4.097, -1.502)  -0.124
H (-3.124, 4.413, -2.082)  0.121
C (-0.528, 4.346, 0.941)  -0.140
H (-2.576, -3.205, 1.195)  0.058
H (-0.513, 3.892, -2.516)  0.092
C (-0.196, 0.191, 1.672)  -0.191
H (0.151, 1.263, -0.770)  0.131
C (-1.787, 4.603, 1.120)  -0.122
O (1.473, 3.365, 1.754)  -0.051
H (-1.135, -2.272, 2.834)  0.117
O (0.560, -1.992, 1.397)  -0.076
H (-0.316, -4.520, -1.849)  0.087
C (1.653, -2.335, -2.508)  -0.202
H (2.959, -3.041, -1.146)  0.123
C (2.143, -3.316, -1.717)  -0.167
C (-0.520, 0.448, -1.356)  0.075
C (0.551, -0.782, 1.642)  -0.421
C (1.067, 1.998, 1.757)  -0.136
O (0.366, -0.828, -1.318)  -0.227
C (2.059, -0.272, 1.484)  0.019
H (0.886, 5.270, 2.260)  0.187
C (-1.467, -4.174, -0.321)  -0.073
H (2.678, -2.070, -3.339)  0.230
H (-0.300, 3.956, 2.971)  0.145
H (0.933, 3.719, -0.656)  0.079
H (-1.394, -0.131, 2.005)  0.210
H (-2.283, 4.911, 1.879)  0.078
H (-3.551, 5.002, 0.075)  0.061
C (0.396, 4.179, 2.108)  -0.188
H (-1.616, -2.022, 0.207)  0.089
C (0.011, 4.097, -0.520)  -0.044
C (-1.738, -2.931, 0.744)  -0.081
C (1.446, -0.916, -1.946)  -0.373
C (-0.384, -3.786, -1.197)  -0.195
H (0.891, -2.641, -0.154)  0.149
H (-0.897, -4.972, 0.591)  0.204
C (-0.301, 1.408, 1.998)  0.004
C (-2.604, 4.662, 0.088)  -0.085
H (-0.553, 0.875, -2.362)  0.091
H (-0.908, 2.143, 2.364)  0.082
H (1.415, -0.044, -2.706)  0.157
C (2.045, 0.975, 1.546)  -0.090
H (-0.321, -3.732, 2.489)  0.109
N (1.025, -3.565, -0.743)  0.045
H (-0.748, -2.874, -1.661)  0.136
H (2.108, -0.495, -1.163)  0.131
H (-1.427, 0.453, -0.979)  0.029
H (2.151, -4.383, -2.269)  0.200
C (-2.233, 4.451, -1.324)  0.036
H (-2.252, -4.491, -0.745)  0.040
H (1.194, -4.200, 0.101)  0.203
H (0.975, -2.270, -3.376)  0.141
C (-0.739, -2.862, 1.989)  0.035

Cartesian forces, eV/Å:
1.5 -0.7 -0.1
-2.9 -0.4 -0.1
-10.6 1.5 -6.6
2.4 0.2 1.2
4.7 -1.8 -3.3
-4.4 -0.2 1.5
0.9 -0.3 -0.8
-14.1 -3.4 2.5
-1.7 -1.8 -1.1
1.3 -0.4 -2.3
-0.6 -3.5 1.2
0.1 0.2 -0.8
-3.9 -9.1 0.9
0.5 -3.3 -3.9
3.2 8.5 -8.5
1.9 0.2 0.9
-2.7 -7.9 0.7
9.0 1.7 -1.2
12.4 1.3 -1.5
-2.1 -0.9 0.4
-11.9 0.9 4.3
-6.8 -6.2 0.9
-1.0 -2.5 0.2
8.4 2.3 11.0
-2.5 -0.8 2.4
1.6 -0.3 -0.3
3.5 -0.7 0.2
2.4 -0.4 -1.4
-2.1 1.4 6.3
-3.4 0.9 1.1
0.1 4.2 -0.4
-0.7 1.0 -0.1
1.3 0.7 10.4
4.9 -2.5 -0.7
5.6 3.2 -2.6
0.4 2.6 -0.6
0.5 -1.2 -0.8
-2.2 1.3 -3.0
8.9 9.8 -0.6
0.2 -0.8 -9.7
0.1 -0.7 -0.3
-2.8 0.5 0.6
0.8 -1.7 -0.1
6.5 10.1 0.2
0.2 -0.4 -0.8
-1.8 1.4 5.7
0.6 0.1 -0.5
2.0 -0.8 -0.8
-4.3 -1.3 2.3
1.0 2.4 1.0
0.9 -0.8 3.1
-5.8 -2.6 -3.1
0.3 0.4 -1.7
-0.5 -1.8 0.8
0.9 2.3 -2.0

ΔE to the lowest compared entry with this formula, charge and spin ... 1778.46 kJ/mol
M ... 344.47 g/mol
Gap between HOMO and LUMO ... 7.71 eV
Highest occupied orbital energy ... -10.21 eV
Total energy ... -29872.37419 eV
Total charge ... +1

DFT (ωB97M-V with the def2-TZVPD basis set) results for an isolated molecule of C21H30NO5P in a non-equilibrium geometry.

Last column: Löwdin charge in e.
Atoms and positions in Å:
O (-1.095, 0.297, 0.017)  -0.212
C (-0.315, 0.266, -2.574)  -0.267
C (-1.828, 1.790, 3.418)  -0.253
O (0.358, -2.767, 3.795)  -0.067
H (0.098, -2.204, 5.780)  0.092
H (-1.544, -2.506, -6.519)  0.091
H (-2.599, 1.430, 0.774)  0.129
H (0.358, -2.545, 1.356)  0.134
O (2.539, -0.579, -1.254)  -0.035
C (-0.295, 0.916, -4.887)  -0.020
C (2.405, 0.115, 1.627)  -0.034
H (-1.756, 1.310, 4.396)  0.103
C (-1.092, -0.188, -5.234)  -0.230
H (-1.722, 0.292, -8.464)  0.082
H (-2.112, -1.907, -4.415)  0.094
C (2.724, 0.212, 5.804)  -0.082
C (0.481, -3.028, 5.175)  -0.076
H (-1.419, -1.502, -2.114)  0.110
C (-1.488, -1.055, -4.200)  -0.021
C (-1.082, 3.118, 3.463)  -0.104
C (1.867, -0.792, 3.810)  -0.195
H (-0.020, 2.948, 3.620)  0.070
H (3.777, 0.140, 5.515)  0.098
H (-1.462, 1.550, -7.258)  0.089
C (-1.101, -0.832, -2.899)  -0.074
H (1.003, -1.798, -0.811)  0.135
H (1.517, -3.231, 5.457)  0.097
C (2.523, 0.132, 3.006)  -0.013
H (-1.707, -0.159, 2.502)  0.120
C (-2.108, -1.651, -6.902)  -0.068
O (1.944, -0.778, 5.183)  -0.117
C (1.079, -1.781, 3.189)  -0.198
H (-0.123, -3.918, 5.349)  0.093
C (0.083, 1.133, -3.581)  -0.067
C (-1.263, 0.830, 2.372)  -0.185
H (2.776, 0.349, -1.115)  0.080
C (1.404, -0.840, -0.472)  -0.360
H (0.696, 1.984, -3.322)  0.109
H (-0.186, 0.731, 2.510)  0.094
H (-1.457, 3.736, 4.276)  0.068
H (-1.205, 3.666, 2.533)  0.068
H (0.044, 1.604, -5.644)  0.094
C (1.622, -0.847, 1.008)  -0.222
H (-2.139, -1.729, -7.986)  0.082
H (2.632, 0.023, 6.873)  0.096
N (-1.479, -0.409, -6.527)  -0.197
P (0.228, 0.557, -0.880)  0.693
O (0.860, 1.863, -0.635)  -0.273
H (2.352, 1.218, 5.583)  0.095
C (-1.526, 1.285, 0.941)  -0.227
H (2.923, 0.863, 1.048)  0.114
H (-3.134, -1.712, -6.525)  0.092
C (-1.167, 0.544, -7.563)  -0.069
C (0.976, -1.782, 1.802)  0.041
H (-0.998, 2.221, 0.733)  0.104
H (-0.098, 0.550, -7.805)  0.094
H (-2.886, 1.970, 3.215)  0.105
H (3.135, 0.896, 3.457)  0.105

Cartesian forces, eV/Å:
0.8 -0.5 -0.7
0.3 0.2 0.7
0.2 -0.1 -0.1
0.0 0.2 -0.3
0.0 -0.1 0.0
0.0 0.0 0.0
0.1 0.0 0.0
-0.1 -0.1 0.0
0.5 0.2 -0.1
0.0 0.1 -0.2
0.0 -0.1 0.0
-0.1 0.0 0.0
0.0 0.1 0.2
0.0 0.0 0.0
-0.1 -0.1 0.0
0.1 0.2 0.1
-0.1 -0.2 0.5
-0.1 -0.1 0.0
-0.1 -0.2 -0.1
-0.2 -0.1 0.1
-0.1 -0.1 0.2
0.2 0.0 0.0
0.0 0.0 0.0
0.0 0.0 -0.1
0.1 0.1 0.0
-0.1 0.1 0.0
-0.1 0.0 0.0
0.0 0.0 0.1
0.0 -0.1 0.0
-0.1 -0.1 0.1
-0.2 -0.2 -0.4
0.0 0.0 -0.1
0.1 0.1 0.0
0.0 0.0 0.1
-0.2 0.0 -0.2
0.1 0.0 -0.1
-0.9 0.5 0.0
0.1 0.1 0.0
0.1 -0.1 0.0
0.0 0.1 0.0
0.0 0.1 -0.1
0.0 0.1 -0.1
0.1 -0.1 0.3
0.0 0.0 0.0
0.0 0.1 -0.1
-0.1 0.0 -0.2
-1.0 -1.1 -0.1
0.5 0.5 -0.1
0.0 0.0 0.0
-0.2 0.5 0.7
0.0 0.1 0.0
0.0 -0.1 0.0
0.1 0.1 0.0
0.2 0.1 0.2
-0.2 -0.1 0.0
0.0 0.1 0.0
-0.1 0.0 0.1
0.0 0.0 0.1

Structure (SMILES) ... CCCCO[P@](=O)(c1ccc(N(C)C)cc1)[C@@H](O)c1ccc(OC)c(OC)c1
ΔE to the lowest compared entry with this formula, charge and spin ... 172.14 kJ/mol
M ... 407.45 g/mol
Gap between HOMO and LUMO ... 8.49 eV
Highest occupied orbital energy ... -7.74 eV
Total energy ... -43280.85706 eV